## P
Formula: C4H9NOS2
Source: the Open Molecules 2025 dataset
Level of theory: ωB97M-V with the def2-TZVPD basis set

The SMILES is CSC(SC)C(N)=O. Its charge is 0. The calculation puts the orbital gap at 9.18 eV.

Cartesian coordinates (Å):
C: -2.1571 0.2140 0.9782
S: -1.7753 -0.4967 -0.6454
C: 0.0005 -0.2194 -0.7909
S: 0.5801 1.5118 -0.6537
C: 1.0837 1.6395 1.0793
C: 0.8465 -1.1253 0.1241
N: 2.0735 -1.4422 -0.3929
O: 0.4755 -1.5069 1.2225
H: -1.5780 -0.2970 1.7835
H: -3.2329 0.0344 1.1438
H: -1.9494 1.2967 0.9502
H: 0.1738 -0.4596 -1.8450
H: 1.9392 1.0180 1.3121
H: 0.2808 1.4179 1.7715
H: 1.3663 2.6764 1.2291
H: 2.7092 -1.9044 0.2187
H: 2.4537 -0.9258 -1.1524

## Q
Formula: C4H9NOS2
Source: the Open Molecules 2025 dataset
Level of theory: ωB97M-V with the def2-TZVPD basis set

The SMILES is CO[C@@H](CN)C(=S)S. Its charge is 0. The calculation puts the orbital gap at 8.51 eV.

Cartesian coordinates (Å):
C: 1.4976 1.2486 -0.4633
O: 0.2608 1.0154 0.1648
C: -0.4150 -0.0086 -0.4040
C: 0.1665 -1.3745 -0.1796
N: 0.7597 -1.5712 1.1595
C: -1.8914 0.0713 -0.0542
S: -2.9719 -1.1455 -0.2549
S: -2.5457 1.5638 0.4951
H: 1.3688 1.3638 -1.5578
H: 1.9846 2.1275 0.0094
H: 2.1823 0.4061 -0.2478
H: -0.4173 0.1393 -1.5293
H: -0.6723 -2.0135 -0.1724
H: 0.9086 -1.6049 -0.9445
H: -0.0129 -1.7706 1.8291
H: 1.1981 -0.7220 1.4911
H: -1.4006 2.2748 0.6590

What should be chosen as the most stable of them? Choose P.

## P
Formula: C4H41N3O14
Source: the Open Molecules 2025 dataset
Level of theory: ωB97M-V with the def2-TZVPD basis set

Its charge is 0. The calculation puts the orbital gap at 8.65 eV.

Cartesian coordinates (Å):
C: 1.3108 1.5528 2.8612
N: 1.9335 1.1437 1.5521
C: 2.6353 2.2706 0.9280
N: 1.7182 3.3194 0.3054
C: 0.2445 0.6101 3.4793
N: -1.0542 0.6948 2.9020
C: -2.1704 0.7045 3.8192
H: 0.7770 2.5223 2.9988
H: 2.2399 1.5810 3.4502
H: 1.1727 0.6381 1.0675
H: 3.1545 2.7547 1.8227
H: 3.2741 1.9934 0.1109
H: 1.5744 3.9632 1.1149
H: 0.8200 2.9619 0.0506
H: 0.6844 -0.4811 3.5012
H: 0.2385 0.8956 4.5801
H: -1.2006 0.0874 2.1206
H: -2.7039 -0.2085 3.8045
H: -1.8542 0.9403 4.8367
H: -2.8538 1.5476 3.7360
H: 0.4406 -5.1824 -0.7585
H: 1.0965 -3.8036 -0.1561
O: 0.4717 -4.2022 -0.8257
H: -2.8097 0.9135 -2.5020
H: -2.7704 0.5791 -4.0251
O: -3.1006 1.2051 -3.3646
H: -2.1712 -0.8074 -0.0210
H: -1.9725 0.6560 0.3559
O: -2.1644 0.0698 -0.3756
H: 2.3283 3.8056 -1.9500
H: 1.5659 3.7908 -3.3310
O: 2.1953 3.3141 -2.7695
H: 0.8808 -2.9316 -4.2578
H: 0.5631 -3.5393 -3.0009
O: 0.1937 -3.5060 -3.9066
H: -4.7084 -1.2014 -1.2335
H: -5.1279 0.0952 -1.5426
O: -5.2269 -0.5243 -0.7827
H: 2.0328 1.5161 -1.5045
H: 0.8382 1.9680 -2.2387
O: 1.1505 1.1971 -1.7329
H: -2.0446 2.9310 0.0496
H: -1.6029 2.5527 -1.4677
O: -1.3454 2.8679 -0.6026
H: -2.7582 -2.2339 -3.6953
H: -1.4206 -1.7933 -3.6431
O: -2.2810 -1.4013 -3.8543
H: 1.9719 -2.8599 3.4448
H: 1.1645 -2.9780 2.3903
O: 1.0951 -2.5039 3.2324
H: 3.9104 -2.0277 1.3466
H: 2.6935 -1.5318 0.7959
O: 3.0195 -2.3511 1.1745
H: 1.2552 -1.6646 -1.1894
H: 0.2815 -0.6172 -0.6696
O: 1.0393 -1.1876 -0.3751
H: -0.9778 -1.9895 2.0893
H: -0.2400 -1.8786 0.5747
O: -1.0328 -1.9292 1.1343
H: 1.3636 -0.1361 -2.7702
H: 0.7689 -1.1740 -3.8412
O: 1.4936 -0.9980 -3.2424

## Q
Formula: C4H41N3O14
Source: the Open Molecules 2025 dataset
Level of theory: ωB97M-V with the def2-TZVPD basis set

Its charge is 0. The calculation puts the orbital gap at 9.03 eV.

Cartesian coordinates (Å):
C: 0.2917 1.7196 -0.0063
N: -0.4728 0.4521 -0.0060
C: -0.2878 -0.2891 1.2275
N: 0.3763 -1.5712 0.8923
C: 0.1776 2.5060 -1.3386
N: 0.7959 1.7500 -2.4514
C: 1.2014 2.7088 -3.4984
H: 1.3610 1.5082 0.0736
H: -0.0254 2.3116 0.8510
H: -0.1519 -0.1269 -0.7722
H: 0.1269 0.2915 2.0644
H: -1.2912 -0.5393 1.6196
H: 1.2956 -1.6613 1.3474
H: -0.1961 -2.3370 1.2338
H: -0.8977 2.6537 -1.4749
H: 0.6574 3.4891 -1.2852
H: 0.1539 1.0553 -2.8068
H: 0.4574 3.5037 -3.6765
H: 2.1637 3.1997 -3.3145
H: 1.2302 2.1085 -4.4111
H: -1.2208 3.4816 2.3353
H: -0.6822 4.8146 2.0465
O: -0.3464 3.9415 2.3110
H: 3.4910 2.8309 0.8464
H: 2.2932 3.3332 1.7163
O: 3.1895 2.9875 1.7538
H: 0.7175 -2.3363 -2.3968
H: -0.3556 -2.1853 -1.3575
O: -0.1821 -2.0110 -2.2924
H: 3.2192 -1.0145 1.8395
H: 3.0209 -2.4347 2.3447
O: 3.2225 -1.9601 1.5395
H: -1.6013 -0.9333 -3.0046
H: -2.6807 -1.4448 -2.0964
O: -2.4450 -0.6556 -2.6127
H: 3.3656 1.2298 2.4974
H: 2.0842 0.4813 2.8586
O: 3.0414 0.3610 2.8035
H: 1.2542 -4.8235 -1.1778
H: 1.6014 -3.4159 -0.5662
O: 0.8763 -4.0242 -0.8472
H: 1.9837 -1.3768 0.0551
H: 3.1773 -2.1119 0.5830
O: 2.6291 -2.0607 -0.2129
H: 2.5899 1.4563 -1.2730
H: 3.8401 0.5763 -1.5589
O: 3.3812 1.0612 -0.8656
H: -3.3821 2.3934 2.3299
H: -2.5053 1.5950 1.3185
O: -2.4809 2.2729 2.0073
H: -5.1394 0.1696 0.9448
H: -4.0262 -0.9509 0.6354
O: -4.7141 -0.6433 1.2461
H: -2.6934 -2.9957 -0.1539
H: -4.1814 -2.8263 -0.0240
O: -3.4134 -2.4170 -0.4640
H: -2.1823 1.7590 -0.6145
H: -2.7297 0.7354 -1.5929
O: -2.9447 1.5863 -1.1556
H: -1.4353 -4.9344 1.4722
H: -0.5931 -4.2277 0.3258
O: -1.4773 -4.3210 0.7242

What should be chosen as the most stable of them? Choose P.

## P
Formula: CHClFO3
Source: the Open Molecules 2025 dataset
Level of theory: ωB97M-V with the def2-TZVPD basis set

Its charge is +1. The calculation puts the orbital gap (alpha / beta) at 9.23 / 9.22 eV.

Cartesian coordinates (Å):
C: 0.2546 0.7114 0.2654
O: -3.7195 -0.0065 0.4305
O: -2.0209 0.7929 -0.4969
O: -2.7248 0.6261 0.5312
F: -0.2223 0.5008 1.4349
Cl: 0.7905 2.1178 -0.1903
H: 0.2079 -0.2546 -0.4952

## Q
Formula: CHClFO3
Source: the Open Molecules 2025 dataset
Level of theory: ωB97M-V with the def2-TZVPD basis set

Its charge is +1. The calculation puts the orbital gap (alpha / beta) at 8.97 / 8.97 eV.

Cartesian coordinates (Å):
C: 0.1847 -0.8272 -0.1787
O: 2.7960 1.3465 2.3656
O: 1.9107 0.7556 0.5098
O: 2.3360 0.4980 1.6823
F: 0.1211 -1.1509 1.0424
Cl: 0.7682 -1.8551 -1.2604
H: -0.0447 0.1339 -0.4017

What should be chosen as the most stable of them? Choose Q.

## P
Formula: C2H2N2S
Source: the Open Molecules 2025 dataset
Level of theory: ωB97M-V with the def2-TZVPD basis set

Its charge is 0. The calculation puts the orbital gap at 8.59 eV.

Cartesian coordinates (Å):
C: -0.6761 0.2195 -0.1676
C: 0.6523 0.3995 -0.4449
N: -0.9442 -0.6856 0.7818
N: -0.2189 -1.2892 1.4708
S: 1.7778 -0.4069 0.3932
H: -1.3129 0.9037 -0.6388
H: 0.7220 0.8591 -1.3945

## Q
Formula: C2H2N2S
Source: the Open Molecules 2025 dataset
Level of theory: ωB97M-V with the def2-TZVPD basis set

The SMILES is N#C/C=N\S. Its charge is 0. The calculation puts the orbital gap at 9.50 eV.

Cartesian coordinates (Å):
N: 2.3087 -0.8233 0.0240
C: 1.4091 -0.1122 -0.0319
C: 0.6185 1.0605 0.0101
N: -0.6747 1.0692 -0.0122
S: -1.3847 -0.5874 -0.0099
H: 1.1369 2.0129 0.0272
H: -2.5857 -0.0261 0.1794

What should be chosen as the most stable of them? Choose Q.

## P
Formula: C2H2N2S
Source: the Open Molecules 2025 dataset
Level of theory: ωB97M-V with the def2-TZVPD basis set

The SMILES is C#[N+][S-].C#N. Its charge is 0. The calculation puts the orbital gap at 8.84 eV.

Cartesian coordinates (Å):
C: 0.2807 -1.5950 0.3849
N: -0.7079 -1.6314 -0.2477
S: -2.0665 -1.6920 -0.9169
H: 1.2011 -1.0093 0.4899
C: 0.4772 2.0265 0.0780
N: 0.6170 1.6379 -0.9703
H: 0.1984 2.2633 1.1819

## Q
Formula: C2H2N2S
Source: the Open Molecules 2025 dataset
Level of theory: ωB97M-V with the def2-TZVPD basis set

Its charge is 0. The calculation puts the orbital gap at 8.25 eV.

Cartesian coordinates (Å):
C: 0.4353 0.3997 0.0006
C: 0.1980 -0.9965 0.0017
N: -0.5055 1.2573 0.0036
N: -1.4294 1.8997 -0.0034
S: -1.2504 -1.7503 -0.0010
H: 1.4442 0.7790 -0.0076
H: 1.1078 -1.5889 0.0060

What should be chosen as the most stable of them? Choose Q.

## P
Formula: C2H3N3
Source: the Open Molecules 2025 dataset
Level of theory: ωB97M-V with the def2-TZVPD basis set

The SMILES is c1c[nH]nn1. Its charge is 0. The calculation puts the orbital gap at 11.08 eV.

Cartesian coordinates (Å):
C: 1.0505 -0.1086 -0.0749
C: 0.1530 0.8572 -0.0203
N: -1.1414 -0.0981 0.0816
N: -0.7500 -1.3456 -0.0396
N: 0.5527 -1.3678 -0.1149
H: 2.1008 0.1334 -0.1747
H: 0.1887 1.9009 0.2011
H: -2.1541 0.0286 0.1416

## Q
Formula: C2H3N3
Source: the Open Molecules 2025 dataset
Level of theory: ωB97M-V with the def2-TZVPD basis set

Its charge is 0. The calculation puts the orbital gap at 10.30 eV.

Cartesian coordinates (Å):
N: -0.8098 0.9134 0.1148
C: -1.2576 -0.3497 0.0941
N: -0.0516 -1.0069 0.0383
C: 0.9990 -0.1070 0.0006
N: 0.5503 1.1043 0.0604
H: -1.4104 1.7182 0.0545
H: -0.0765 -1.9267 -0.3657
H: 2.0567 -0.3456 0.0030

What should be chosen as the most stable of them? Choose Q.

## P
Formula: C2H3N3
Source: the Open Molecules 2025 dataset
Level of theory: ωB97M-V with the def2-TZVPD basis set

The SMILES is [H]/N=N/CC#N. Its charge is 0. The calculation puts the orbital gap at 9.14 eV.

Cartesian coordinates (Å):
H: -1.3086 2.0352 -0.0295
N: -0.6562 1.3613 0.2569
N: -0.3877 0.4088 -0.5488
C: 0.5712 -0.5060 -0.1849
C: 2.2822 0.0354 0.0214
N: 3.3394 0.4276 0.1513
H: 0.5761 -1.4643 -0.8556
H: 0.5111 -0.8149 0.8469

## Q
Formula: C2H3N3
Source: the Open Molecules 2025 dataset
Level of theory: ωB97M-V with the def2-TZVPD basis set

The SMILES is [H]/N=C/N1C=N1. Its charge is 0. The calculation puts the orbital gap at 10.89 eV.

Cartesian coordinates (Å):
H: 1.0885 2.0105 -0.0659
N: 0.3942 1.2747 -0.1918
C: 0.8717 0.1453 0.1220
N: 0.1107 -1.0511 -0.0211
C: -1.2541 -0.7746 -0.2432
N: -1.1592 -1.0533 0.9611
H: 1.8879 -0.0577 0.4693
H: -1.9396 -0.4939 -1.0304

## R
Formula: C2H3N3
Source: the Open Molecules 2025 dataset
Level of theory: ωB97M-V with the def2-TZVPD basis set

Its charge is 0. The calculation puts the orbital gap at 10.72 eV.

Cartesian coordinates (Å):
C: 0.6382 -0.0869 -0.1751
C: -0.8581 -0.0113 -0.2823
N: -1.7138 -0.4337 0.7885
N: -1.6712 0.7600 0.6402
N: 1.2332 -0.2245 0.9045
H: 1.2131 0.2001 -1.4529
H: -1.0928 -0.0335 -1.2761
H: 2.2515 -0.1702 0.8531

## S
Formula: C2H3N3
Source: the Open Molecules 2025 dataset
Level of theory: ωB97M-V with the def2-TZVPD basis set

Its charge is 0. The calculation puts the orbital gap at 10.45 eV.

Cartesian coordinates (Å):
N: 1.4137 0.2140 -0.2933
N: 0.5369 1.0665 0.1605
C: -0.6783 0.6925 0.2031
C: -0.7247 -0.8675 -0.2189
N: 0.4189 -1.3596 -0.4599
H: 2.1616 0.1456 0.4190
H: -1.4204 1.4829 0.4390
H: -1.7077 -1.3744 -0.2494

What should be chosen as the most stable of them? Choose S.